C33H32N3O2PS3Tc | the ωB97M-V functional and the def2-TZVPD basis

For the HOMO energy (alpha / beta), the calculation gives -6.594 / -8.006 eV. The spin multiplicity is 4. Its total charge is 0. For the total energy, the calculation gives -87296.5629 eV. Its relative energy (zero: lowest compared OMol25 entry of this formula, charge and spin) is 33.6 kcal/mol.

```
75
Properties=species:S:1:pos:R:3:mulliken_spin:R:1
Tc 0.22 -0.14 -0.75 3.15
O 1.15 1.63 -0.55 -0.02
C 1.87 0.85 0.24 -0.16
C 1.94 1.14 1.74 0.02
C 2.82 2.12 2.20 0.00
C 2.90 2.41 3.55 0.00
C 2.12 1.71 4.46 0.00
C 1.24 0.74 4.01 0.00
C 1.13 0.46 2.64 -0.07
P -0.04 -0.76 1.94 0.07
C 0.96 -2.29 1.83 -0.08
C 0.32 -3.47 1.45 0.03
C 1.03 -4.65 1.30 0.00
C 2.40 -4.66 1.51 0.00
C 3.05 -3.49 1.88 0.00
C 2.33 -2.31 2.05 0.02
C -1.16 -1.08 3.36 -0.01
C -2.12 -0.10 3.60 0.03
C -3.01 -0.23 4.66 0.00
C -2.96 -1.35 5.48 0.01
C -2.01 -2.34 5.23 0.00
C -1.12 -2.20 4.18 0.01
H 3.45 2.64 1.49 0.00
H 3.59 3.17 3.90 0.00
H 2.19 1.92 5.52 0.00
H 0.63 0.19 4.72 0.00
H -0.75 -3.46 1.27 0.00
H 0.52 -5.56 1.00 0.00
H 2.97 -5.58 1.39 0.00
H 4.12 -3.49 2.04 0.00
H 2.86 -1.40 2.33 0.00
H -2.17 0.77 2.96 0.01
H -3.75 0.54 4.84 0.00
H -3.66 -1.46 6.30 0.00
H -1.97 -3.22 5.87 0.00
H -0.37 -2.97 4.01 0.00
C -1.60 -1.32 -0.85 -0.01
C -2.18 -1.34 -2.22 -0.04
C -1.69 -2.17 -3.23 0.01
C -2.17 -2.10 -4.52 0.00
C -3.19 -1.21 -4.85 0.00
C -3.73 -0.40 -3.85 0.00
C -3.23 -0.48 -2.56 0.00
C -3.69 -1.12 -6.21 0.00
N -4.09 -1.04 -7.28 0.00
H -1.41 -2.34 -0.50 -0.01
H -2.31 -0.87 -0.15 0.01
H -0.89 -2.86 -2.99 0.00
H -1.75 -2.74 -5.29 0.00
H -4.54 0.27 -4.10 0.00
H -3.69 0.13 -1.79 0.00
S 0.02 0.95 -3.37 0.03
C -0.95 2.29 -3.17 0.01
N -1.76 2.59 -2.12 -0.01
C -2.65 3.72 -2.41 0.00
C -1.87 4.41 -3.54 0.00
N -1.09 3.29 -4.06 0.01
H -2.05 1.84 -1.53 0.00
H -2.78 4.36 -1.55 0.00
H -3.62 3.37 -2.76 0.00
H -1.23 5.20 -3.14 0.00
H -2.53 4.83 -4.29 0.00
H -0.43 3.39 -4.81 0.00
C 4.32 4.07 -1.32 0.00
O 3.76 2.86 -0.78 0.00
C 4.26 1.69 -1.17 0.00
S 5.56 1.50 -2.14 0.00
S 3.52 0.30 -0.42 0.00
H 3.89 4.87 -0.74 0.00
H 4.06 4.17 -2.37 0.00
H 5.41 4.06 -1.23 0.00
C 1.27 -1.84 -1.48 -0.08
H 0.72 -2.78 -1.32 0.02
H 2.24 -1.94 -1.02 0.01
H 1.41 -1.69 -2.55 0.02
```

---

C33H32NNiO10S | the ωB97M-V functional and the def2-TZVPD basis

For the HOMO energy (alpha / beta), the calculation gives -5.452 / -5.485 eV. The spin multiplicity is 3. Its total charge is -1. For the total energy, the calculation gives -108588.4245 eV. Its relative energy (zero: lowest compared OMol25 entry of this formula, charge and spin) is 9.4 kcal/mol.

```
78
Properties=species:S:1:pos:R:3:mulliken_spin:R:1
Ni 0.15 -0.78 -0.45 1.80
O 0.97 1.23 -0.10 0.03
C 0.18 2.40 -0.22 0.01
C -1.28 1.88 -0.44 -0.01
O -2.19 2.71 -0.52 0.00
O -1.40 0.62 -0.51 0.03
C 0.59 3.24 -1.44 0.00
C -0.13 4.38 -1.77 0.00
C 0.25 5.18 -2.84 0.00
C 1.36 4.84 -3.61 0.00
C 2.07 3.69 -3.30 0.00
C 1.68 2.89 -2.23 0.00
C 0.30 3.21 1.07 0.00
C -0.62 4.21 1.40 0.00
C -0.46 4.95 2.57 0.00
C 0.61 4.72 3.41 0.00
C 1.53 3.73 3.09 0.00
C 1.37 2.98 1.93 0.00
H 1.86 1.31 -0.44 0.00
H -1.01 4.63 -1.20 0.00
H -0.33 6.06 -3.07 0.00
H 1.65 5.46 -4.45 0.00
H 2.91 3.40 -3.91 0.00
H 2.24 1.97 -2.08 0.00
H -1.48 4.37 0.77 0.00
H -1.19 5.71 2.81 0.00
H 0.73 5.30 4.32 0.00
H 2.36 3.52 3.74 0.00
H 2.07 2.19 1.71 0.00
C 2.28 -7.06 0.71 0.00
O 3.26 -6.54 -0.16 0.00
C 3.18 -5.21 -0.48 0.00
C 4.17 -4.76 -1.38 0.00
C 4.15 -3.44 -1.74 0.00
C 3.19 -2.52 -1.27 -0.01
C 3.23 -1.13 -1.67 -0.01
C 4.39 -0.55 -2.45 0.00
O 2.35 -0.31 -1.35 0.00
C 2.19 -2.99 -0.36 0.00
O 1.26 -2.28 0.14 0.03
C 2.23 -4.36 0.02 0.00
H 2.50 -8.12 0.82 0.00
H 1.28 -6.93 0.31 0.00
H 2.33 -6.57 1.69 0.00
H 4.90 -5.45 -1.76 0.00
H 4.91 -3.11 -2.44 0.00
H 5.11 -1.27 -2.84 0.00
H 4.92 0.12 -1.77 0.00
H 3.99 0.05 -3.26 0.00
H 1.46 -4.68 0.70 0.00
C -1.19 0.41 4.63 0.00
C -2.17 0.09 3.54 0.00
C -2.51 -1.23 3.25 0.00
C -3.36 -1.54 2.21 0.00
C -3.90 -0.51 1.45 0.00
C -3.59 0.82 1.72 0.00
C -2.72 1.11 2.76 0.00
S -4.92 -0.89 0.07 0.00
O -6.05 0.00 0.10 0.00
O -5.19 -2.31 0.03 0.00
N -3.95 -0.50 -1.19 0.00
C -3.79 -1.44 -2.29 0.00
C -2.86 -2.63 -2.00 0.00
C -1.60 -2.10 -1.38 -0.02
O -0.68 -1.63 -2.12 0.08
O -1.52 -2.01 -0.13 0.06
H -1.16 -0.38 5.38 0.00
H -1.43 1.35 5.11 0.00
H -0.18 0.50 4.22 0.00
H -2.08 -2.03 3.84 0.00
H -3.60 -2.56 1.95 0.00
H -3.99 1.61 1.11 0.00
H -2.46 2.14 2.96 0.00
H -3.09 -0.03 -0.91 0.00
H -3.38 -0.87 -3.12 0.00
H -4.77 -1.81 -2.60 0.00
H -2.63 -3.12 -2.95 0.00
H -3.33 -3.34 -1.32 0.00
```

---

C33H33F11O33 | the ωB97M-V functional and the def2-TZVPD basis

For the HOMO energy, the calculation gives -11.191 eV. Its total charge is 0. For the total energy, the calculation gives -132217.6103 eV. The SMILES is O=C1OC[C@@H](F)O1.O=C1OC[C@@H](F)O1.O=C1OC[C@@H](F)O1.O=C1OC[C@@H](F)O1.O=C1OC[C@@H](F)O1.O=C1OC[C@@H](F)O1.O=C1OC[C@@H](F)O1.O=C1OC[C@@H](F)O1.O=C1OC[C@@H](F)O1.O=C1OC[C@@H](F)O1.O=C1OC[C@@H](F)O1. Its relative energy (zero: lowest compared OMol25 entry of this formula, charge and spin) is 46.2 kcal/mol.

```
110
Properties=species:S:1:pos:R:3:mulliken_charge:R:1
O 1.26 4.65 1.03 -0.43
C 1.26 4.16 2.11 0.44
O 2.37 3.80 2.73 -0.38
C 2.05 3.29 4.02 -0.47
C 0.51 3.18 4.05 0.48
F 0.13 3.95 5.08 -0.36
O 0.13 3.76 2.79 -0.08
H 2.59 2.32 4.14 0.11
H 2.45 3.89 4.86 0.32
H 0.08 2.23 4.13 0.31
O 4.20 -0.62 -5.25 -0.49
C 3.19 -0.04 -5.25 0.59
O 2.37 0.18 -4.21 -0.22
C 1.10 0.69 -4.75 -0.15
C 1.57 1.31 -6.03 0.24
F 1.77 2.70 -5.94 -0.31
O 2.79 0.67 -6.31 -0.37
H 0.37 -0.11 -4.83 0.27
H 0.92 1.43 -4.02 0.16
H 0.92 1.15 -6.89 0.30
O -1.28 8.15 0.54 -0.53
C -0.67 7.55 -0.28 0.74
O 0.63 7.42 -0.39 -0.34
C 0.93 6.60 -1.54 -0.31
C -0.41 6.09 -2.06 0.20
F -0.71 4.79 -1.68 -0.14
O -1.30 6.98 -1.37 -0.37
H 1.45 7.24 -2.24 0.36
H 1.63 5.77 -1.22 0.18
H -0.59 6.22 -3.13 0.30
O 4.34 -5.74 3.79 -0.58
C 3.99 -4.59 3.77 0.64
O 4.50 -3.67 2.93 -0.31
C 3.68 -2.55 2.90 0.19
C 2.77 -2.70 4.07 0.38
F 1.42 -2.71 3.72 -0.26
O 3.14 -3.91 4.61 -0.36
H 4.26 -1.58 2.87 0.31
H 3.12 -2.56 1.95 -0.16
H 2.80 -1.93 4.80 0.20
O -3.34 -0.62 0.41 -0.21
C -4.06 -0.50 1.36 0.32
O -3.99 -1.03 2.60 -0.35
C -4.75 -0.18 3.44 -0.27
C -5.77 0.51 2.53 0.20
F -5.82 1.83 2.75 -0.25
O -5.24 0.22 1.24 -0.23
H -5.22 -0.74 4.23 0.33
H -4.05 0.57 3.78 0.15
H -6.77 0.12 2.51 0.29
O -2.11 1.70 2.52 -0.54
C -2.37 2.83 2.25 0.51
O -2.25 3.33 1.03 0.20
C -2.56 4.72 1.09 0.29
C -2.70 4.98 2.58 0.49
F -3.83 5.73 2.96 -0.35
O -2.88 3.68 3.10 -0.40
H -1.77 5.31 0.63 -0.88
H -3.48 4.88 0.58 0.56
H -1.87 5.43 3.16 0.18
O 2.47 0.27 2.44 -0.58
C 1.68 0.16 1.57 0.22
O 0.55 0.82 1.45 0.00
C -0.23 0.32 0.40 0.62
C 0.77 -0.42 -0.45 0.63
F 1.27 0.46 -1.41 -0.33
O 1.73 -0.77 0.52 -0.12
H -1.15 -0.30 0.64 -0.51
H -0.56 1.19 -0.18 -0.30
H 0.45 -1.30 -0.99 0.20
O 1.08 -4.78 0.37 -0.45
C 1.85 -5.68 0.44 0.51
O 2.90 -5.77 1.22 -0.03
C 3.69 -6.96 0.85 -0.35
C 2.59 -7.83 0.24 0.24
F 1.86 -8.46 1.24 -0.29
O 1.68 -6.83 -0.30 -0.36
H 4.44 -6.63 0.15 0.18
H 4.08 -7.26 1.85 0.28
H 2.84 -8.58 -0.52 0.31
O -1.73 -1.79 -3.96 -0.53
C -2.03 -2.66 -3.17 0.53
O -1.88 -2.52 -1.86 0.00
C -1.94 -3.80 -1.26 -0.20
C -2.82 -4.59 -2.18 0.34
F -4.12 -4.53 -1.69 -0.30
O -2.60 -3.92 -3.44 -0.37
H -0.97 -4.26 -1.14 0.03
H -2.39 -3.68 -0.27 0.26
H -2.60 -5.67 -2.20 0.36
O 6.05 -2.30 0.25 -0.52
C 5.36 -2.57 -0.68 0.56
O 5.27 -2.00 -1.87 -0.37
C 4.10 -2.55 -2.62 -0.27
C 3.46 -3.45 -1.61 0.85
F 3.52 -4.75 -2.21 -0.40
O 4.32 -3.48 -0.50 -0.21
H 3.52 -1.85 -3.14 0.03
H 4.51 -3.13 -3.35 0.38
H 2.46 -3.29 -1.27 -0.09
O -7.15 1.62 -1.60 -0.54
C -5.96 1.56 -1.73 0.62
O -5.30 0.69 -2.62 -0.39
C -3.86 0.85 -2.51 0.41
C -3.75 1.98 -1.51 1.09
F -3.29 3.10 -2.22 -0.38
O -5.01 2.32 -1.09 -0.35
H -3.45 -0.10 -2.09 -0.37
H -3.48 1.12 -3.49 0.33
H -3.10 1.83 -0.71 -0.47
```

---

C33H33F5N6PPd | the ωB97M-V functional and the def2-TZVPD basis

For the HOMO energy (alpha / beta), the calculation gives -15.830 / -15.830 eV. Its total charge is +3. For the total energy, the calculation gives -70024.4230 eV. Its relative energy (zero: lowest compared OMol25 entry of this formula, charge and spin) is 81.5 kcal/mol.

```
79
Properties=species:S:1:pos:R:3:mulliken_charge:R:1
Pd 0.30 -0.44 0.30 0.93
N 0.75 1.63 1.31 -0.37
C -0.03 1.61 2.58 -0.38
C 0.34 0.39 3.37 -0.72
N -0.06 -0.80 2.61 -0.07
C 0.49 -2.06 3.10 -0.68
C 0.30 -3.10 2.03 -0.79
N 0.99 -2.64 0.80 -0.63
H 0.41 2.38 0.71 0.26
H 1.73 1.80 1.51 0.25
H 0.18 2.50 3.18 0.59
H -1.09 1.60 2.34 -0.09
H 1.42 0.36 3.51 0.40
H -0.13 0.42 4.36 0.44
H -1.07 -0.87 2.58 0.25
H 1.56 -1.92 3.30 0.38
H 0.03 -2.38 4.03 0.46
H 0.69 -4.05 2.38 0.55
H -0.76 -3.23 1.80 0.28
H 2.00 -2.64 0.95 0.26
H 0.79 -3.28 0.03 0.24
C 2.27 1.12 -2.14 -1.71
P 2.44 -0.11 -0.82 2.25
C 3.11 -1.56 -1.60 1.00
C 4.10 -2.31 -0.93 -0.42
C 4.80 -3.28 -1.61 -0.84
C 4.50 -3.56 -2.94 -0.57
C 3.49 -2.86 -3.60 -0.83
C 2.79 -1.87 -2.93 -0.66
C 3.74 0.46 0.28 0.34
C 3.73 0.06 1.62 0.19
C 4.83 0.33 2.43 -0.89
C 5.93 0.99 1.90 -0.72
C 5.93 1.39 0.57 -0.76
C 4.84 1.14 -0.25 -1.11
H 3.14 1.06 -2.79 0.59
H 2.18 2.12 -1.72 0.44
H 1.39 0.91 -2.74 0.30
H 4.34 -2.10 0.11 0.39
H 5.60 -3.81 -1.11 0.48
H 5.04 -4.33 -3.47 0.46
H 3.24 -3.08 -4.63 0.48
H 2.00 -1.33 -3.45 0.28
H 2.87 -0.47 2.01 0.37
H 4.84 0.01 3.47 0.50
H 6.78 1.20 2.52 0.45
H 6.79 1.90 0.16 0.48
H 4.87 1.44 -1.29 0.42
N -9.09 5.30 0.40 -0.38
C -8.11 4.75 0.17 -0.12
C -6.87 4.07 -0.08 0.42
C -6.46 3.82 -1.39 -1.03
C -5.25 3.17 -1.62 -0.59
C -4.45 2.80 -0.55 1.55
C -4.87 3.05 0.75 -0.28
C -6.07 3.67 0.99 -1.04
N -3.19 2.16 -0.80 0.41
C -2.49 2.15 -1.99 -0.45
C -1.35 1.46 -1.77 -1.33
N -1.34 1.02 -0.46 0.77
C -2.46 1.46 0.09 -1.11
H -7.09 4.10 -2.22 0.48
H -4.97 2.95 -2.64 0.32
H -4.25 2.77 1.60 0.40
H -6.41 3.85 2.00 0.46
H -2.83 2.66 -2.88 0.44
H -0.56 1.25 -2.46 0.26
H -2.79 1.26 1.09 0.55
F 0.05 -1.87 -2.24 0.03
C -1.12 -2.10 -1.62 -0.10
C -1.32 -1.56 -0.37 0.11
C -2.53 -1.73 0.26 0.94
F -2.75 -1.15 1.45 -0.46
C -3.54 -2.48 -0.34 0.43
F -4.70 -2.62 0.25 -0.25
C -3.31 -3.04 -1.59 0.49
F -4.26 -3.74 -2.17 -0.24
C -2.11 -2.84 -2.25 0.13
F -1.90 -3.34 -3.46 -0.26
```

---

C33H33LuN7PS2 | the ωB97M-V functional and the def2-TZVPD basis

For the HOMO energy, the calculation gives -13.141 eV. Its total charge is +2. For the total energy, the calculation gives -109760.0546 eV. Its relative energy (zero: lowest compared OMol25 entry of this formula, charge and spin) is 0.0 kcal/mol.

```
77
Properties=species:S:1:pos:R:3:mulliken_charge:R:1
Lu -0.04 -0.04 -0.06 1.90
C -0.07 4.16 5.17 -1.16
C -0.82 3.84 3.89 -0.26
N -0.79 2.42 3.59 -0.18
C -0.17 1.86 2.55 0.53
S -0.27 0.09 2.50 -0.66
N 0.44 2.64 1.69 -1.03
N 0.90 1.97 0.58 0.50
C 1.71 2.61 -0.19 0.67
C 2.24 3.98 0.08 -1.71
C 2.11 1.92 -1.45 0.62
C 3.05 2.48 -2.30 -0.91
C 3.37 1.83 -3.49 -0.63
C 2.72 0.65 -3.80 -0.95
C 1.79 0.15 -2.90 -0.17
N 1.49 0.75 -1.74 0.11
H -0.13 5.23 5.38 0.36
H 0.98 3.88 5.10 0.31
H -0.51 3.64 6.03 0.34
H -0.39 4.36 3.04 0.23
H -1.87 4.15 3.97 0.31
H -1.13 1.78 4.29 0.23
H 1.84 4.36 1.01 0.33
H 1.96 4.66 -0.74 0.36
H 3.33 3.96 0.13 0.45
H 3.53 3.41 -2.05 0.49
H 4.10 2.25 -4.16 0.45
H 2.92 0.11 -4.71 0.48
H 1.27 -0.78 -3.12 0.56
N -4.04 1.62 0.30 -0.05
C -3.53 2.83 -0.16 0.64
C -4.07 4.11 -0.22 -1.25
C -3.28 5.08 -0.78 -0.55
C -2.00 4.80 -1.27 -0.82
C -1.46 3.53 -1.21 -0.39
C -2.25 2.54 -0.63 0.46
N -1.99 1.18 -0.44 -0.50
C -3.09 0.69 0.10 0.42
C -3.20 -0.73 0.42 -0.17
C -4.26 -1.43 0.91 -0.54
S -3.82 -3.06 1.11 -0.10
C -2.28 -2.73 0.49 -0.14
N -2.06 -1.48 0.18 0.30
H -4.95 1.47 0.69 0.24
H -5.07 4.33 0.15 0.45
H -3.66 6.09 -0.84 0.43
H -1.43 5.60 -1.72 0.46
H -0.49 3.32 -1.62 0.47
H -5.24 -1.08 1.18 0.44
H -1.54 -3.51 0.40 0.27
C 3.15 -2.29 0.18 -1.61
P 1.38 -2.53 -0.15 1.31
C 0.85 -3.87 0.93 0.08
C 0.66 -3.56 2.28 -0.33
C 0.21 -4.54 3.15 -0.81
C -0.06 -5.82 2.67 -0.54
C 0.13 -6.13 1.33 -0.73
C 0.59 -5.15 0.46 0.00
C 1.24 -3.11 -1.86 0.57
C -0.02 -3.05 -2.46 -0.22
C -0.18 -3.42 -3.79 -0.72
C 0.92 -3.84 -4.53 -0.65
C 2.17 -3.90 -3.94 -0.75
C 2.33 -3.54 -2.61 -0.59
H 3.71 -3.22 0.11 0.51
H 3.26 -1.90 1.20 0.42
H 3.57 -1.55 -0.51 0.45
H 0.85 -2.56 2.65 0.32
H 0.06 -4.31 4.20 0.45
H -0.42 -6.59 3.35 0.44
H -0.07 -7.12 0.97 0.44
H 0.75 -5.39 -0.59 0.41
H -0.89 -2.72 -1.90 0.14
H -1.16 -3.38 -4.24 0.45
H 0.80 -4.13 -5.57 0.43
H 3.02 -4.24 -4.51 0.46
H 3.32 -3.60 -2.16 0.42
```

---

C33H33N3O6 | the ωB97M-V functional and the def2-TZVPD basis

For the HOMO energy, the calculation gives -7.573 eV. Its total charge is 0. For the total energy, the calculation gives -51512.0366 eV. The SMILES is COc1ccc(/C=C2\CCC[C@H]3C2=NN(C(=O)COC(=O)CNC(=O)c2ccccc2)[C@H]3c2ccc(OC)cc2)cc1. Its relative energy (zero: lowest compared OMol25 entry of this formula, charge and spin) is 3.7 kcal/mol.

```
75
Properties=species:S:1:pos:R:3:mulliken_charge:R:1
C -8.34 -0.07 0.34 -0.87
O -7.33 -0.95 -0.10 -0.45
C -6.08 -0.47 -0.29 0.86
C -5.69 0.85 -0.11 -0.61
C -4.38 1.22 -0.33 -0.99
C -3.41 0.30 -0.75 0.42
C -2.06 0.78 -0.91 -0.15
C -1.01 0.31 -1.63 0.69
C -0.97 -0.82 -2.62 -1.26
C 0.16 -1.81 -2.30 -0.44
C 1.48 -1.13 -1.89 -0.35
C 1.45 0.37 -2.23 -0.26
C 0.26 0.96 -1.52 -0.37
N 0.54 1.99 -0.80 -0.38
N 1.87 2.25 -0.90 0.08
C 2.46 3.35 -0.39 0.88
O 3.63 3.61 -0.57 -0.68
C 1.53 4.26 0.41 -0.73
O 0.78 3.52 1.37 -0.31
C -0.55 3.62 1.35 0.72
O -1.17 4.36 0.65 -0.64
C -1.15 2.66 2.37 -0.75
N -0.65 1.32 2.17 0.12
C -1.46 0.24 2.19 0.10
O -2.64 0.32 2.50 -0.67
C -0.81 -1.05 1.82 -0.08
C -1.64 -2.08 1.39 -0.63
C -1.11 -3.30 1.01 -0.57
C 0.26 -3.50 1.06 -0.46
C 1.09 -2.50 1.53 -0.79
C 0.56 -1.28 1.91 0.25
C 2.61 1.24 -1.68 -0.71
C 3.60 0.49 -0.82 -0.69
C 4.68 -0.14 -1.42 -0.94
C 5.58 -0.87 -0.67 -0.53
C 5.42 -0.98 0.71 0.79
O 6.24 -1.67 1.54 -0.46
C 7.37 -2.30 1.00 -0.91
C 4.34 -0.33 1.31 -0.87
C 3.45 0.39 0.55 0.76
C -3.82 -1.03 -0.91 -0.31
C -5.12 -1.41 -0.68 -0.90
H -8.08 0.36 1.32 0.34
H -8.51 0.73 -0.38 0.34
H -9.24 -0.67 0.44 0.25
H -6.40 1.60 0.21 0.40
H -4.09 2.25 -0.17 0.48
H -1.86 1.71 -0.38 0.20
H -0.78 -0.37 -3.60 0.43
H -1.92 -1.34 -2.69 0.64
H -0.16 -2.47 -1.49 0.03
H 0.33 -2.43 -3.18 0.33
H 1.62 -1.23 -0.81 -0.28
H 2.33 -1.60 -2.38 0.70
H 1.36 0.49 -3.31 0.58
H 0.83 4.76 -0.27 0.37
H 2.14 5.00 0.93 0.36
H -0.88 3.02 3.37 0.43
H -2.24 2.64 2.28 0.47
H 0.28 1.25 1.77 -0.11
H -2.71 -1.90 1.37 0.71
H -1.76 -4.09 0.67 0.41
H 0.68 -4.45 0.76 0.41
H 2.15 -2.66 1.59 0.37
H 1.22 -0.52 2.31 0.91
H 3.14 1.75 -2.48 0.66
H 4.82 -0.06 -2.49 0.47
H 6.41 -1.35 -1.17 0.45
H 7.10 -3.08 0.28 0.34
H 7.89 -2.76 1.84 0.26
H 8.04 -1.58 0.52 0.36
H 4.23 -0.41 2.38 0.49
H 2.63 0.91 1.04 0.41
H -3.10 -1.79 -1.16 0.34
H -5.43 -2.44 -0.79 0.45
```

---

- Which of these has the highest relative energy (zero: lowest compared OMol25 entry of this formula, charge and spin)?
  C33H33F5N6PPd

---

- Among the records above, which one has the lowest total charge?
  C33H32NNiO10S

---

- total charge of number 6 (C33H33N3O6)?
  0

---

- Which of these has the lowest total charge?
  C33H32NNiO10S